Here is C11H8BeNO5 as an isolated structure from the OMol25 dataset. Energies are from wB97M-V/def2-TZVPD.

Electronic energy = -869.36093 a.u.
Charge = +1
Frontier orbital gap (alpha / beta) = 6.22 / 6.22 eV
Energy above the lowest of the compared OMol25 structures with the same formula, charge and spin = 29.4 kcal per mole
HOMO level (alpha / beta) = -11.269 / -11.269 eV

CARTESIAN COORDINATES (ANGSTROEM)
O  -1.695  -2.426  -0.115
C  -0.934  -1.570  -0.038
Be  0.160  -0.112  -0.150
O  1.885  -1.392  1.848
C  1.340  -0.947  0.934
C  1.094  1.469  -0.227
O  1.544  2.511  -0.422
C  -1.158  0.937  -1.322
O  -1.139  2.031  -1.785
C  0.650  -0.524  -1.854
O  0.977  -0.722  -2.944
H  -2.097  0.291  -1.293
C  -1.497  0.706  6.064
C  -1.291  0.719  4.579
C  -0.177  1.357  4.042
C  0.072  1.234  2.672
N  -0.767  0.593  1.862
C  -1.910  0.101  2.334
C  -2.205  0.136  3.704
H  -0.649  0.218  6.558
H  -1.585  1.717  6.481
H  -2.396  0.142  6.322
H  0.540  1.893  4.660
H  0.975  1.660  2.239
H  -2.617  -0.337  1.626
H  -3.114  -0.344  4.065

Here is what Löwdin gives for the atomic charges, in e: number 1, O, carries 0.26; number 2, C, carries 0.06; number 3, Be, carries -0.38; number 4, O, carries 0.25; number 5, C, carries 0.10; number 6, C, carries 0.04; number 7, O, carries 0.24; number 8, C, carries -0.24; number 9, O, carries 0.04; number 10, C, carries 0.01; number 11, O, carries 0.22; number 12, H, carries 0.08; number 13, C, carries -0.03; number 14, C, carries -0.24; number 15, C, carries 0.01; number 16, C, carries -0.12; number 17, N, carries 0.02; number 18, C, carries -0.10; number 19, C, carries 0.02; number 20, H, carries 0.10; number 21, H, carries 0.10; number 22, H, carries 0.09; number 23, H, carries 0.13; number 24, H, carries 0.10; number 25, H, carries 0.12; number 26, H, carries 0.13


Here is C11H8ClIrNO4 as an isolated structure from the OMol25 dataset. Energies are from wB97M-V/def2-TZVPD.

Electronic energy = -1342.75250 a.u.
Charge = +3
Frontier orbital gap (alpha / beta) = 5.79 / 6.93 eV
HOMO level (alpha / beta) = -17.742 / -22.964 eV
⟨S²⟩ = 6.03
2S+1 = 5

CARTESIAN COORDINATES (ANGSTROEM)
Ir  -0.008  -1.349  -0.311
C  0.654  -1.726  1.396
O  1.063  -1.959  2.450
C  -0.523  -3.179  -0.399
O  -0.822  -4.292  -0.421
C  1.676  -1.784  -1.086
O  2.704  -2.053  -1.534
C  -1.709  -0.904  0.423
O  -2.730  -0.640  0.888
C  -0.593  -0.245  -2.267
H  -1.307  0.525  -1.995
H  0.328  0.100  -2.724
C  -0.995  -1.560  -2.402
H  -0.394  -2.265  -2.966
H  -2.029  -1.840  -2.236
Cl  -0.662  2.689  3.906
C  -0.070  2.248  2.314
C  0.617  3.178  1.542
C  1.098  2.806  0.294
C  0.874  1.509  -0.174
N  0.175  0.589  0.559
C  -0.276  0.958  1.817
H  0.790  4.180  1.913
H  1.651  3.514  -0.309
H  1.283  1.244  -1.133
H  -0.796  0.256  2.455

Here is what Löwdin gives for the atomic charges, in e: number 1, Ir, carries 1.34; number 2, C, carries -0.24; number 3, O, carries 0.28; number 4, C, carries -0.19; number 5, O, carries 0.30; number 6, C, carries -0.19; number 7, O, carries 0.28; number 8, C, carries -0.21; number 9, O, carries 0.28; number 10, C, carries -0.12; number 11, H, carries 0.10; number 12, H, carries 0.09; number 13, C, carries -0.08; number 14, H, carries 0.11; number 15, H, carries 0.11; number 16, Cl, carries 1.07; number 17, C, carries -0.46; number 18, C, carries 0.03; number 19, C, carries 0.13; number 20, C, carries 0.00; number 21, N, carries -0.15; number 22, C, carries -0.08; number 23, H, carries 0.16; number 24, H, carries 0.17; number 25, H, carries 0.12; number 26, H, carries 0.13


What did the second record say?
Here is C11H8ClIrNO4 as an isolated structure from the OMol25 dataset. Energies are from wB97M-V/def2-TZVPD.

Electronic energy = -1342.75250 a.u.
Charge = +3
Frontier orbital gap (alpha / beta) = 5.79 / 6.93 eV
HOMO level (alpha / beta) = -17.742 / -22.964 eV
⟨S²⟩ = 6.03
2S+1 = 5

CARTESIAN COORDINATES (ANGSTROEM)
Ir  -0.008  -1.349  -0.311
C  0.654  -1.726  1.396
O  1.063  -1.959  2.450
C  -0.523  -3.179  -0.399
O  -0.822  -4.292  -0.421
C  1.676  -1.784  -1.086
O  2.704  -2.053  -1.534
C  -1.709  -0.904  0.423
O  -2.730  -0.640  0.888
C  -0.593  -0.245  -2.267
H  -1.307  0.525  -1.995
H  0.328  0.100  -2.724
C  -0.995  -1.560  -2.402
H  -0.394  -2.265  -2.966
H  -2.029  -1.840  -2.236
Cl  -0.662  2.689  3.906
C  -0.070  2.248  2.314
C  0.617  3.178  1.542
C  1.098  2.806  0.294
C  0.874  1.509  -0.174
N  0.175  0.589  0.559
C  -0.276  0.958  1.817
H  0.790  4.180  1.913
H  1.651  3.514  -0.309
H  1.283  1.244  -1.133
H  -0.796  0.256  2.455

Here is what Löwdin gives for the atomic charges, in e: number 1, Ir, carries 1.34; number 2, C, carries -0.24; number 3, O, carries 0.28; number 4, C, carries -0.19; number 5, O, carries 0.30; number 6, C, carries -0.19; number 7, O, carries 0.28; number 8, C, carries -0.21; number 9, O, carries 0.28; number 10, C, carries -0.12; number 11, H, carries 0.10; number 12, H, carries 0.09; number 13, C, carries -0.08; number 14, H, carries 0.11; number 15, H, carries 0.11; number 16, Cl, carries 1.07; number 17, C, carries -0.46; number 18, C, carries 0.03; number 19, C, carries 0.13; number 20, C, carries 0.00; number 21, N, carries -0.15; number 22, C, carries -0.08; number 23, H, carries 0.16; number 24, H, carries 0.17; number 25, H, carries 0.12; number 26, H, carries 0.13